(1)
Here is 2 unconnected molecules or ions with the total composition C3H3NS from the OMol25 dataset. Energies are from ωB97M-V with the def2-TZVPD basis set.

Geometry as XYZ:
```
8
Properties=species:S:1:pos:R:3:forces:R:3:mulliken_charge:R:1
C 2.36485 -0.06240 -0.17556 1.89 3.44 -0.32 0.116
C -2.19028 0.04690 0.00455 -0.81 -0.42 -0.16 0.139
C -0.90637 0.09034 0.01089 2.28 -2.59 0.16 -0.305
N 2.15474 -1.13246 0.08547 -1.00 -3.18 0.55 -0.386
S -3.74262 -0.01020 -0.02235 -0.02 0.06 -0.04 -0.325
H 2.84309 0.90283 -0.26282 -0.63 -0.25 -0.24 0.279
H -0.40542 0.92771 0.36876 0.48 1.88 0.41 0.231
H -0.11800 -0.76271 -0.00893 -2.19 1.07 -0.36 0.250
```
Forces are in eV/Å.

Its HOMO-LUMO gap is 8.531 eV. The value obtained for the lowest unoccupied orbital energy is -0.05 eV. For the HOMO energy, the calculation gives -8.585 eV. As for the spin multiplicity: 1.

=====

(2)
Here is 2 unconnected molecules or ions with the total composition C3H3NS2 from the OMol25 dataset. Energies are from ωB97M-V with the def2-TZVPD basis set.

Geometry as XYZ:
```
9
Properties=species:S:1:pos:R:3:forces:R:3:mulliken_charge:R:1
C 2.04935 -1.24689 0.19958 -0.93 1.71 1.04 0.282
C -0.89598 1.32211 0.02761 -1.16 -0.95 -0.75 0.481
C -1.71675 0.33286 -0.36224 2.89 1.71 -2.43 -0.752
N 1.07597 -0.59915 0.47266 -0.97 -1.30 0.00 -0.255
S 3.54070 -1.67140 0.03181 0.67 -0.80 -0.46 -0.342
S 0.15746 2.39859 0.37797 -0.34 -0.15 0.09 -0.269
H -1.62519 0.01517 -1.45277 0.25 0.31 1.56 0.227
H -2.63353 0.13149 0.03736 -2.11 -0.45 1.49 0.306
H 0.04798 -0.68276 0.66803 1.69 -0.07 -0.55 0.322
```
Forces are in eV/Å.

Its HOMO-LUMO gap is 8.383 eV. The value obtained for the lowest unoccupied orbital energy is -0.53 eV. For the HOMO energy, the calculation gives -8.909 eV. As for the spin multiplicity: 1.